{
  "formula": "C40H35BF2GeNO7OsS",
  "method": "the ωB97M-V functional and the def2-TZVPD basis",
  "elements": ["Os", "O", "C", "C", "O", "O", "C", "C", "C", "C", "C", "C", "C", "C", "C", "C", "C", "C", "H", "H", "H", "H", "H", "H", "H", "H", "H", "H", "H", "C", "C", "C", "C", "C", "C", "C", "S", "O", "O", "N", "C", "C", "O", "O", "H", "H", "H", "H", "H", "H", "H", "H", "H", "F", "B", "F", "C", "Ge", "C", "C", "C", "C", "C", "C", "C", "C", "C", "C", "C", "C", "C", "C", "C", "C", "H", "H", "H", "H", "H", "H", "H", "H", "H", "H", "H", "H", "H", "H", "H"],
  "positions_angstrom": [[0.519, -0.090, -1.002], [0.594, -1.146, 0.941], [1.772, -0.797, 1.712], [2.805, -0.143, 0.755], [3.885, 0.228, 1.142], [2.444, -0.093, -0.508], [1.304, 0.132, 2.823], [-0.016, 0.044, 3.259], [-0.472, 0.856, 4.286], [0.391, 1.753, 4.901], [1.709, 1.831, 4.477], [2.167, 1.028, 3.442], [2.373, -2.074, 2.308], [1.865, -3.332, 2.008], [2.440, -4.477, 2.548], [3.531, -4.377, 3.393], [4.040, -3.121, 3.699], [3.467, -1.981, 3.165], [0.823, -1.921, 0.384], [-0.692, -0.653, 2.784], [-1.505, 0.790, 4.604], [0.038, 2.386, 5.704], [2.388, 2.533, 4.943], [3.186, 1.122, 3.094], [1.000, -3.455, 1.373], [2.027, -5.448, 2.302], [3.982, -5.266, 3.813], [4.894, -3.028, 4.358], [3.883, -1.012, 3.402], [-2.806, -5.095, 3.298], [-2.326, -4.518, 1.997], [-1.418, -5.223, 1.205], [-0.969, -4.707, 0.007], [-1.446, -3.467, -0.414], [-2.362, -2.751, 0.341], [-2.789, -3.287, 1.547], [-0.759, -2.874, -1.905], [-1.652, -1.516, -2.061], [-1.023, -3.707, -3.034], [0.685, -2.510, -1.569], [1.676, -2.354, -2.659], [1.460, -1.097, -3.509], [1.912, -0.964, -4.607], [0.658, -0.191, -2.932], [-1.987, -5.563, 3.844], [-3.561, -5.863, 3.118], [-3.251, -4.330, 3.931], [-1.048, -6.184, 1.543], [-0.251, -5.251, -0.594], [-2.726, -1.790, 0.010], [-3.490, -2.726, 2.153], [1.691, -3.222, -3.316], [2.645, -2.259, -2.171], [-2.690, 0.192, -3.189], [-2.242, -1.038, -3.239], [-2.345, -1.757, -4.326], [0.697, 2.953, 1.199], [0.081, 2.296, -0.535], [-1.886, 2.441, -0.458], [-2.562, 3.568, -0.923], [-3.946, 3.658, -0.843], [-4.684, 2.620, -0.293], [-4.029, 1.492, 0.185], [-2.646, 1.410, 0.099], [0.725, 3.614, -1.845], [1.551, 4.608, -1.385], [2.069, 5.608, -2.242], [1.748, 5.606, -3.565], [0.892, 4.607, -4.094], [0.542, 4.593, -5.467], [-0.283, 3.630, -5.970], [-0.802, 2.633, -5.115], [-0.477, 2.628, -3.791], [0.382, 3.604, -3.234], [0.339, 3.979, 1.296], [1.783, 2.933, 1.301], [0.261, 2.360, 2.002], [-2.001, 4.382, -1.371], [-4.451, 4.540, -1.216], [-5.762, 2.691, -0.233], [-4.601, 0.682, 0.624], [-2.140, 0.533, 0.496], [1.835, 4.640, -0.341], [2.724, 6.370, -1.839], [2.138, 6.365, -4.232], [0.944, 5.365, -6.112], [-0.542, 3.626, -7.021], [-1.456, 1.869, -5.516], [-0.877, 1.861, -3.146]],
  "mulliken_spin": [0.7465, 0.0875, 0.0169, 0.0090, -0.0029, -0.0040, 0.0059, -0.0046, 0.0020, -0.0003, 0.0002, -0.0056, 0.0011, -0.0007, 0.0005, -0.0004, 0.0003, -0.0023, -0.0151, -0.0026, -0.0001, 0.0001, -0.0001, -0.0003, 0.0002, -0.0001, 0.0000, 0.0001, -0.0001, -0.0003, 0.0005, 0.0001, -0.0001, -0.0085, 0.0034, -0.0011, 0.0143, 0.0275, -0.0006, 0.0070, 0.0163, -0.0029, 0.0045, 0.0615, 0.0000, 0.0000, 0.0000, 0.0000, 0.0000, 0.0006, 0.0000, 0.0004, -0.0006, -0.0007, -0.0105, 0.0003, 0.0078, 0.0395, -0.0051, -0.0045, 0.0004, -0.0011, 0.0008, 0.0081, -0.0160, -0.0008, 0.0026, -0.0005, -0.0001, -0.0007, 0.0000, -0.0012, 0.0030, 0.0176, -0.0004, 0.0007, 0.0032, -0.0003, 0.0000, 0.0000, -0.0001, 0.0005, 0.0003, -0.0001, 0.0000, 0.0000, -0.0001, 0.0000, 0.0042],
  "s_squared": 0.755,
  "relative_energy_kcal_mol": 19.4,
  "spin_multiplicity": 2,
  "gap_ev": [7.450, 7.079],
  "lumo_energy_ev": [-0.3443, -0.7046],
  "e_homo_ha": [-0.2864, -0.2860]
}